No. 1
This record from the OMol25 dataset describes C21H13Cl2CrN2O5 as an isolated structure at a distorted geometry. The level of theory is ωB97M-V with the def2-TZVPD basis set.

```
44
Properties=species:S:1:pos:R:3:forces:R:3
Cr -0.582528 -0.617907 -0.363707 0.77 0.24 -0.22
Cl -1.470171 -0.591975 -5.020626 -0.05 -0.01 -0.05
Cl 3.793566 -0.507748 -6.111070 0.09 0.01 -0.05
O -0.718701 -2.457959 -0.196449 -0.19 -0.61 -0.21
O -0.874419 1.273246 -0.251737 -0.17 0.48 -0.16
O -0.319335 2.957532 3.545773 0.07 0.10 0.10
O 1.363845 -0.457105 -0.278931 -0.21 -0.11 -0.30
O -0.583104 -0.667211 -2.255856 -0.23 0.07 -0.57
N -0.766155 -0.397119 1.555141 -0.24 -0.52 1.03
N -0.791610 0.908950 1.992041 0.00 0.53 0.05
C -0.780009 -3.626409 3.261949 -0.03 0.11 0.04
C 2.807533 -0.519971 -3.602281 0.07 0.01 0.08
C 0.165236 -0.570455 -4.479818 -0.06 -0.04 0.01
C -0.770484 -2.725198 2.180940 0.03 -0.47 -0.30
C -0.836444 3.174091 1.196899 0.09 0.09 0.01
C 2.524924 -0.525263 -4.931773 0.00 0.00 -0.02
C -0.703007 -3.239433 0.855107 0.00 0.11 0.52
C -1.040258 5.402255 0.286525 -0.03 0.08 -0.06
C -0.536057 3.715490 2.460480 -0.11 -0.05 -0.09
C -0.630541 -4.632735 0.683446 0.01 0.04 -0.14
C -0.703951 5.931405 1.531146 0.02 -0.08 -0.01
C -0.834856 1.728734 0.963483 -0.09 -0.49 0.20
C 0.393192 -0.595783 -3.070691 0.46 0.00 0.11
C 1.190726 -0.540204 -5.381169 0.00 0.01 0.22
C 2.114355 -0.482171 -1.280063 0.10 0.05 0.27
C -0.708725 -4.982365 3.067845 -0.01 -0.10 0.07
C -1.092786 4.034703 0.125841 0.04 -0.02 0.01
C -0.454519 5.100564 2.603933 0.01 0.05 0.08
C 1.762378 -0.541577 -2.646674 -0.41 -0.03 -0.38
C -0.630242 -5.483697 1.763811 0.00 0.12 0.02
C -0.821308 -1.325386 2.456937 0.04 0.36 -0.18
H 3.834943 -0.497052 -3.260975 0.00 0.01 -0.02
H -0.714220 -5.657643 3.912432 0.00 0.01 0.00
H -0.632742 7.004070 1.658369 -0.03 0.00 0.03
H -1.254350 6.060597 -0.544574 0.02 -0.02 -0.01
H -0.444475 2.014878 3.291390 -0.01 0.00 -0.02
H -0.568946 -6.552447 1.602876 -0.01 0.00 -0.02
H 3.184668 -0.435499 -1.053901 0.02 0.00 -0.03
H -1.330574 3.595886 -0.833961 0.02 0.00 0.01
H -0.575214 -5.006651 -0.330730 -0.01 -0.01 0.01
H -0.896345 -1.009257 3.494205 0.01 0.06 0.01
H -0.849987 -3.227803 4.268034 0.03 0.01 -0.01
H 0.978442 -0.526073 -6.440873 -0.01 -0.01 -0.01
H -0.197737 5.497679 3.577274 -0.01 -0.01 -0.01
```
Forces are in eV/Å.

Summary:
- 2S+1 = 4
- energy above the lowest of the compared OMol25 structures with the same formula, charge and spin (kcal/mol) = 0.0
- strongest force on any atom (eV Å⁻¹) = 1.18
- HOMO energy (spin up / spin down) (eV) = -8.15 / -8.23
- Kohn-Sham gap (spin up / spin down) (eV) = 7.195 / 7.038
- <S²> = 3.774
- LUMO (spin up / spin down) (eV) = -0.958 / -1.194

Atomic partial charges in e from the Löwdin method, atoms 1 to 2: Cr 1.07; Cl 0.74

No. 2
This record from the OMol25 dataset describes a 6-piece molecular cluster, C37H59F15N2O14S2 overall at a distorted geometry. The level of theory is ωB97M-V with the def2-TZVPD basis set.

```
129
Properties=species:S:1:pos:R:3:forces:R:3
S 4.459465 -0.141654 5.219221 0.39 -0.22 -0.31
S 1.738160 -0.925324 6.038959 -0.05 -0.08 0.21
F -5.505390 1.791215 2.173200 0.00 0.16 0.09
F -5.477275 -1.342644 -4.995147 -0.05 -0.11 -0.06
F -5.581214 0.733744 -4.412351 -0.10 0.12 0.01
F -6.363205 -4.800664 6.003271 -0.01 0.06 0.10
F 0.015809 3.494951 0.753962 0.08 0.07 0.09
F -6.859747 0.745775 0.851865 -0.03 0.22 -0.29
F 3.729765 1.209570 -10.312265 0.09 0.11 0.01
F 1.748848 0.399625 -10.601419 -0.14 0.04 -0.02
F -4.730019 0.561309 0.585335 0.09 -0.05 -0.11
F 0.705874 5.482581 0.266383 -0.03 0.16 -0.04
F -3.900541 -0.470946 -3.798132 0.07 -0.01 0.07
F -5.095193 -5.896941 4.636110 0.14 -0.02 -0.04
F 3.454812 -0.920096 -10.569240 0.05 -0.10 -0.04
F -7.219957 -6.275972 4.684500 -0.10 -0.09 -0.05
F 2.134305 3.902890 0.579940 0.11 -0.12 0.05
O 2.248073 -2.853378 -3.081977 1.60 -0.94 1.34
O -4.769612 2.925729 -0.722058 0.21 -0.09 -0.06
O -4.376172 1.047356 -6.802854 -0.16 0.14 0.01
O 3.037894 -4.332183 -1.539155 0.55 0.29 -0.63
O 1.795524 0.387311 -7.907494 -0.07 0.09 -0.20
O 3.864572 -0.486903 -7.987803 0.06 0.11 -0.10
O -5.791079 -3.184480 3.990705 0.11 -0.06 0.07
O 3.607696 -0.266301 0.042962 -0.20 0.00 -0.05
O 1.863314 4.311724 3.236833 0.23 -0.15 -0.01
O -0.001201 5.497464 2.814696 -0.14 -0.02 -0.08
O -6.832513 3.288686 0.108992 -0.04 -0.04 0.15
O -7.186079 -4.422438 2.727832 -0.12 -0.15 -0.06
O -3.000025 -0.657298 -6.277426 -0.07 -0.14 0.07
O 1.464344 -0.078570 0.854752 -0.13 -0.34 -0.06
N 3.980415 1.887122 -1.905579 -0.11 -0.08 -0.31
N 3.692619 -2.673915 5.840185 1.50 1.38 0.17
C 0.313229 -0.900508 0.683745 -0.31 0.90 -0.53
C 0.786850 7.026369 4.543182 0.17 0.00 -0.22
C 4.179662 -0.902904 -2.190408 -0.23 -0.24 -0.14
C -2.223355 -0.446144 -7.476050 0.38 0.04 -0.39
C -4.021906 0.157923 -6.089464 0.24 -0.09 -0.19
C 3.297658 -1.353312 5.723517 -1.15 0.09 -0.12
C 2.679933 -0.734325 0.998550 1.09 0.00 0.49
C 3.105555 -0.313011 -1.294177 0.57 0.42 -0.18
C -5.696483 1.409530 0.903614 -0.02 -0.31 0.13
C -6.297501 -5.328166 4.779189 -0.06 -0.08 0.10
C -7.086795 -1.254368 3.243966 -0.16 -0.12 0.17
C 2.769648 0.037546 -8.506819 0.18 -0.11 0.35
C -4.756045 -0.233445 -4.794309 -0.03 0.03 0.14
C 3.322337 -0.513547 2.382317 -0.79 -0.06 -0.14
C -6.503926 -4.257231 3.693377 0.10 0.26 -0.09
C 3.104425 -1.888280 -6.139275 -0.05 -0.04 -0.31
C 0.974439 4.397544 0.994976 0.02 0.01 -0.25
C 3.585732 -3.246610 7.182175 -0.81 -1.37 0.28
C -0.113367 5.858002 4.206630 -0.10 0.21 0.47
C 3.121247 -3.191861 -2.282180 -1.51 0.47 -0.91
C -7.394301 4.183281 -2.089137 0.06 -0.28 -0.01
C 2.752127 1.106704 -1.731194 0.45 -0.31 0.17
C -6.967905 4.493652 -0.671530 -0.16 0.45 -0.28
C -1.211900 0.661362 -7.289794 -0.27 0.18 0.27
C 4.907952 -3.073389 5.125762 0.68 -0.76 0.28
C -5.850116 -2.100518 3.040283 0.02 0.45 -0.25
C -1.598068 0.730019 0.209007 0.42 0.27 -0.35
C 2.712058 0.665391 3.120546 0.62 0.24 -0.14
C 2.926614 0.179403 -10.030262 -0.05 -0.03 -0.12
C -0.605376 -0.274440 -0.366570 -0.46 -0.46 0.32
C 3.851956 -0.639293 -6.550692 0.06 -0.18 0.55
C -5.693806 2.632251 -0.027959 -0.17 0.23 -0.06
C 4.365098 -2.402435 -2.000239 -0.05 0.37 0.09
C 3.443796 1.106616 4.408060 -0.73 -0.35 -0.33
C 6.261636 -2.685227 5.754714 -0.30 0.68 -0.40
C 1.025054 4.729367 2.496590 -0.14 0.06 0.20
C 2.870228 -4.597623 7.126463 0.01 0.47 -0.54
H 4.558969 -3.413004 7.643217 0.27 0.28 -0.19
H 1.836219 6.761893 4.417438 -0.01 -0.05 0.07
H -1.103904 1.673946 0.434733 -0.09 -0.15 0.20
H 0.578956 -1.902576 0.354100 0.26 -0.17 0.20
H 0.099375 4.992147 4.831866 0.11 -0.07 -0.12
H -7.569631 5.106950 -2.638942 0.00 0.03 0.02
H 2.053008 -1.824913 -6.417342 -0.02 0.06 0.08
H 2.110183 1.537591 -0.966519 -0.38 -0.03 -0.08
H 5.133619 -0.414348 -2.033084 0.09 0.19 0.07
H 5.126724 -2.735819 -2.705337 0.05 -0.28 -0.05
H 4.891696 -2.721220 4.101576 -0.34 0.21 -0.11
H 3.423362 -5.280243 6.486655 0.13 -0.27 0.12
H -0.581066 0.748682 -8.169157 0.03 -0.04 -0.02
H 4.741113 -2.628401 -1.006643 -0.04 -0.11 0.15
H 6.637372 -1.802310 5.245789 0.14 0.10 -0.05
H -2.060298 0.331315 1.107024 -0.09 0.01 0.16
H -0.022466 0.155997 -1.175546 0.17 0.07 -0.07
H 1.911689 -4.442410 6.639532 -0.26 -0.06 0.15
H 3.878715 -0.697860 -3.215828 0.06 -0.02 -0.17
H 6.153249 -2.385892 6.791507 0.11 -0.25 0.25
H 2.249506 1.033594 -2.694162 -0.24 0.18 -0.06
H 4.104531 1.930871 4.169701 0.36 0.06 0.19
H 4.388903 -0.376028 2.244127 0.20 -0.14 0.02
H -0.580152 0.458511 -6.425739 0.09 -0.07 -0.07
H -7.138096 -0.895834 4.272963 0.08 0.06 -0.02
H 3.128101 -1.419306 2.954170 0.27 -0.14 0.16
H 2.232768 -0.960488 -1.370528 -0.24 0.10 0.20
H 0.630110 7.336181 5.575467 -0.03 -0.01 0.01
H 4.876926 -4.159161 5.057363 -0.18 -0.14 0.04
H 2.733518 -5.021067 8.114774 0.02 -0.13 0.12
H 2.547399 -4.981348 -2.058111 -0.52 0.04 0.15
H 1.664263 0.484106 3.324266 -0.12 -0.10 0.09
H 3.022321 -2.598120 7.839813 -0.06 0.37 -0.13
H -0.227996 -0.919331 1.628757 0.00 -0.41 0.20
H -5.794988 -2.494607 2.026397 -0.08 -0.15 0.04
H 3.733171 2.855692 -2.049909 0.14 0.12 0.06
H 3.427226 0.251256 -6.089354 -0.09 0.04 -0.14
H 2.685526 1.440278 5.104698 0.11 0.22 0.30
H 4.546995 1.824810 -1.069835 -0.05 0.11 0.16
H 7.012996 -3.457445 5.637221 -0.01 -0.25 0.18
H -1.706052 1.618379 -7.120046 -0.06 -0.02 -0.07
H -7.728469 5.081502 -0.163009 -0.03 -0.14 0.13
H -4.951812 -1.512857 3.217865 0.05 -0.11 0.14
H 0.577161 7.870362 3.885742 -0.08 0.02 0.05
H -6.037020 5.058116 -0.644817 0.10 -0.15 0.02
H -1.157428 6.124754 4.352243 -0.04 -0.02 -0.19
H -7.066233 -0.399778 2.568465 -0.04 -0.23 0.25
H -2.885511 -0.251641 -8.318571 -0.15 0.08 0.12
H -8.310603 3.592683 -2.090327 -0.05 0.08 0.02
H 2.765894 1.514268 2.446451 -0.22 0.29 -0.09
H -2.381651 0.956193 -0.507270 -0.14 0.00 -0.08
H -1.720629 -1.392795 -7.662063 -0.07 -0.08 0.17
H 3.162111 -2.028420 -5.063038 -0.03 0.01 0.04
H -6.630538 3.609621 -2.612452 0.06 0.06 -0.01
H -1.172805 -1.100051 -0.799217 -0.07 -0.06 -0.13
H -7.992787 -1.828914 3.050962 0.03 -0.01 -0.09
H 3.523860 -2.765239 -6.634970 0.08 0.01 0.05
H 2.587483 -1.816073 0.846773 -0.47 -0.08 -0.16
H 4.896467 -0.697866 -6.253246 0.06 0.00 -0.21
```
Forces are in eV/Å.

Summary:
- strongest force on any atom (eV Å⁻¹) = 2.29
- HOMO energy (eV) = -8.19
- Kohn-Sham gap (eV) = 8.526
- SMILES = CCCO[C@H](CCCSC(=S)N(CC)CC)O[C@@H](CN)CCC(=O)O.CCOC(=O)C(F)(F)F.CCOC(=O)C(F)(F)F.CCOC(=O)C(F)(F)F.CCOC(=O)C(F)(F)F.CCOC(=O)C(F)(F)F
- LUMO (eV) = 0.332

Atomic partial charges in e from the Löwdin method, atoms 1 to 2: S 0.95; S 0.68

No. 3
This record from the OMol25 dataset describes C5H8N2 as an isolated structure at a distorted geometry. The level of theory is ωB97M-V with the def2-TZVPD basis set.

```
15
Properties=species:S:1:pos:R:3:forces:R:3
N 0.236059 0.126469 1.688630 0.24 -0.12 -0.24
N 2.606418 1.458103 -0.530888 -0.78 -0.16 0.34
C 0.248632 0.964390 0.473724 0.48 0.67 -0.18
C -1.026200 -0.440532 1.236571 -0.43 0.98 -2.90
C -0.671036 0.088586 -0.369184 0.04 0.85 0.25
C 0.055022 -0.888887 -1.330576 -0.14 0.10 0.44
C 1.563906 1.268401 -0.070771 1.20 0.40 -0.42
H 0.817990 -1.490358 -0.821840 -0.12 0.09 0.05
H -1.503279 0.558825 -0.895114 0.21 0.32 0.16
H 0.588425 -0.315353 -2.107748 -0.25 -0.06 0.34
H -0.617272 -1.583180 -1.854718 -0.02 0.26 0.30
H -0.288176 1.891509 0.690423 0.24 0.12 0.08
H 1.003452 -0.536643 1.723419 -0.08 0.00 -0.11
H -1.860790 0.138407 1.621335 -0.24 -0.61 -0.10
H -1.153151 -1.239738 0.546737 -0.36 -2.81 2.00
```
Forces are in eV/Å.

Summary:
- energy above the lowest of the compared OMol25 structures with the same formula, charge and spin (kcal/mol) = 80.7
- strongest force on any atom (eV Å⁻¹) = 3.47
- HOMO energy (eV) = -9.55
- Kohn-Sham gap (eV) = 10.430
- LUMO (eV) = 0.876

Atomic partial charges in e from the Löwdin method, atoms 1 to 2: N 0.00; N 0.16

no.,DFT total energy (eV)
1,-88674.6319
2,-133405.7324
3,-8291.4966